1.
A molecular structure, C51H45N5OsP2S3 in a non-equilibrium geometry, computed with the ωB97M-V functional and the def2-TZVPD basis.

Element x y z (Å)
Os1 0.091 0.013 0.049
S1 -3.261 -5.743 2.566
C1 -3.034 -7.053 1.521
C2 -2.280 -6.732 0.425
C3 -1.884 -5.387 0.443
C4 -2.336 -4.697 1.556
C5 -2.087 -3.327 1.919
C6 -1.364 -2.481 1.040
N1 -1.070 -1.217 1.304
C7 -1.486 -0.655 2.480
C8 -2.221 -1.410 3.408
C9 -2.640 -0.795 4.641
C10 -2.361 0.496 4.897
C11 -1.638 1.291 3.937
C12 -1.388 2.639 4.135
C13 -0.699 3.391 3.175
C14 -0.249 2.703 2.011
N2 -0.474 1.426 1.801
C15 -1.181 0.703 2.740
C16 -0.472 4.789 3.369
C17 -0.968 5.595 4.429
C18 -0.573 6.902 4.341
C19 0.241 7.132 3.213
S2 0.503 5.748 2.278
C20 -2.516 -2.742 3.108
H1 -3.470 -8.015 1.754
H2 -2.026 -7.441 -0.350
H3 -1.280 -4.947 -0.343
H4 -1.027 -2.859 0.082
H5 -3.183 -1.397 5.359
H6 -2.681 0.959 5.822
H7 -1.742 3.101 5.049
H8 0.299 3.228 1.238
H9 -1.602 5.225 5.224
H10 -0.842 7.679 5.046
H11 0.693 8.075 2.923
H12 -3.090 -3.321 3.823
C21 -0.318 4.936 -7.492
S3 -1.193 3.354 -7.407
C22 -1.614 3.290 -5.643
C23 -0.907 2.137 -4.936
C24 -1.008 2.279 -3.423
N3 -0.389 1.144 -2.668
P1 1.042 1.267 -1.732
C25 1.762 2.842 -2.171
C26 2.332 2.941 -3.444
C27 2.853 4.155 -3.861
C28 2.821 5.259 -3.014
C29 2.261 5.157 -1.747
C30 1.728 3.950 -1.325
C31 2.270 0.035 -2.241
C32 3.628 0.352 -2.097
C33 4.597 -0.596 -2.382
C34 4.227 -1.869 -2.802
C35 2.883 -2.210 -2.891
C36 1.906 -1.271 -2.589
P2 -1.332 -0.045 -1.893
C37 -1.507 -1.410 -3.034
C38 -2.383 -2.452 -2.701
C39 -2.572 -3.500 -3.585
C40 -1.889 -3.513 -4.798
C41 -1.005 -2.490 -5.120
C42 -0.798 -1.442 -4.234
C43 -2.985 0.579 -1.599
C44 -3.240 1.337 -0.451
C45 -4.515 1.809 -0.193
C46 -5.552 1.508 -1.070
C47 -5.306 0.765 -2.216
C48 -4.026 0.303 -2.490
H13 -0.215 5.178 -8.548
H14 0.676 4.874 -7.050
H15 -0.897 5.722 -7.012
H16 -2.696 3.168 -5.570
H17 -1.351 4.250 -5.190
H18 0.141 2.112 -5.240
H19 -1.364 1.195 -5.245
H20 -2.056 2.354 -3.129
H21 -0.523 3.205 -3.116
H22 2.379 2.079 -4.099
H23 3.297 4.237 -4.845
H24 3.244 6.200 -3.342
H25 2.246 6.019 -1.092
H26 1.290 3.873 -0.336
H27 3.931 1.345 -1.787
H28 5.644 -0.341 -2.285
H29 4.987 -2.592 -3.069
H30 2.594 -3.206 -3.200
H31 0.864 -1.558 -2.674
H32 -2.942 -2.426 -1.769
H33 -3.259 -4.299 -3.338
H34 -2.049 -4.326 -5.496
H35 -0.475 -2.507 -6.064
H36 -0.094 -0.657 -4.477
H37 -2.436 1.564 0.238
H38 -4.710 2.411 0.686
H39 -6.555 1.858 -0.860
H40 -6.113 0.538 -2.900
H41 -3.844 -0.256 -3.398
N4 2.327 -1.684 1.552
C49 3.563 -1.614 2.061
C50 3.994 -0.307 1.933
C51 2.943 0.357 1.317
N5 1.919 -0.482 1.089
H42 1.742 -2.501 1.487
H43 4.050 -2.483 2.481
H44 4.942 0.103 2.241
H45 2.873 1.396 1.037

## Properties
Kohn-Sham gap (spin up / spin down)	6.1 / 3.3	eV
total charge	+4
multiplicity	5
maximum force	2.0	eV/Å
ΔE to the lowest compared entry with this formula, charge and spin	12.2	kJ/mol
M	1076.33	g/mol
expectation value of S²	6.06


2.
A single C5H7NO molecule, computed with the ωB97M-V functional and the def2-TZVPD basis.

Element x y z (Å)
C1 -0.739 -0.884 -0.763
C2 -0.037 0.232 1.783
C3 -0.028 0.770 0.513
N1 -0.834 1.810 0.065
C4 0.677 -0.124 -0.456
C5 1.408 -0.982 0.457
O1 0.952 -0.814 1.646
H1 -1.644 -0.241 -0.779
H2 -0.585 -1.282 -1.756
H3 -0.913 -1.683 -0.030
H4 -0.332 2.511 -0.468
H5 -1.288 2.229 0.867
H6 1.184 0.190 -1.380
H7 2.180 -1.733 0.300

## Properties
Kohn-Sham gap (spin up / spin down)	7.6 / 7.6	eV
maximum force	1.0	eV/Å
ΔE to the lowest compared entry with this formula, charge and spin	472.6	kJ/mol
M	97.12	g/mol


3.
A molecular structure, C5H10BeF4N2O11S4 in a non-equilibrium geometry, computed with the ωB97M-V functional and the def2-TZVPD basis.

Element x y z (Å)
Be1 11.093 -18.697 -3.537
C1 7.407 -16.143 -4.027
C2 8.399 -16.588 -2.995
C3 7.771 -18.062 -2.619
O1 9.757 -16.620 -3.255
H1 7.290 -15.063 -3.938
H2 6.400 -16.490 -3.794
H3 7.518 -16.398 -5.080
H4 8.177 -16.032 -2.084
H5 7.444 -18.697 -3.443
H6 6.963 -17.993 -1.892
H7 8.533 -18.540 -2.003
N1 11.607 -20.411 -1.881
S1 11.979 -22.066 -1.991
O2 11.160 -22.827 -2.883
O3 12.560 -22.925 -0.981
F1 13.150 -21.850 -3.044
S2 11.474 -20.407 -0.391
O4 12.708 -20.386 0.300
O5 10.362 -21.116 0.264
F2 11.009 -18.848 -0.364
N2 13.281 -17.809 -3.928
S3 14.604 -18.033 -2.758
O6 15.600 -17.056 -2.338
O7 14.909 -19.470 -2.503
F3 13.659 -17.930 -1.415
S4 14.065 -16.869 -4.825
O8 15.329 -17.320 -5.390
O9 13.826 -15.470 -4.505
F4 13.041 -17.128 -6.118
C4 9.354 -21.469 -6.567
C5 9.928 -20.501 -5.634
O10 9.195 -19.648 -5.085
O11 11.143 -20.563 -5.318
H8 9.597 -22.487 -6.265
H9 9.788 -21.310 -7.554
H10 8.265 -21.494 -6.605

## Properties
Kohn-Sham gap (spin up / spin down)	3.7 / 6.3	eV
total charge	-3
multiplicity	2
maximum force	7.6	eV/Å
M	487.41	g/mol
expectation value of S²	0.75


4.
A single C4H7NO3 molecule in a non-equilibrium geometry, computed with the ωB97M-V functional and the def2-TZVPD basis.

Element x y z (Å)
C1 1.391 -0.482 0.690
C2 0.572 -0.015 -0.513
C3 0.168 1.472 -0.432
O1 -1.152 1.501 0.108
C4 -1.689 0.290 0.111
O2 -2.753 -0.060 0.518
N1 -0.742 -0.619 -0.590
O3 -0.855 -1.976 -0.234
H1 0.872 -0.252 1.618
H2 2.357 0.015 0.690
H3 1.542 -1.556 0.630
H4 1.113 -0.225 -1.441
H5 0.814 2.052 0.229
H6 0.144 1.936 -1.422
H7 -1.783 -2.079 0.039

## Properties
Kohn-Sham gap	10.0	eV
maximum force	3.3	eV/Å
ΔE to the lowest compared entry with this formula, charge and spin	243.0	kJ/mol
SMILES	C[C@@H]1COC(=O)N1O
M	117.10	g/mol


> Which value of M does entry 4 give?

117.10 g/mol


Repeat the third record exactly.
A molecular structure, C5H10BeF4N2O11S4 in a non-equilibrium geometry, computed with the ωB97M-V functional and the def2-TZVPD basis.

Element x y z (Å)
Be1 11.093 -18.697 -3.537
C1 7.407 -16.143 -4.027
C2 8.399 -16.588 -2.995
C3 7.771 -18.062 -2.619
O1 9.757 -16.620 -3.255
H1 7.290 -15.063 -3.938
H2 6.400 -16.490 -3.794
H3 7.518 -16.398 -5.080
H4 8.177 -16.032 -2.084
H5 7.444 -18.697 -3.443
H6 6.963 -17.993 -1.892
H7 8.533 -18.540 -2.003
N1 11.607 -20.411 -1.881
S1 11.979 -22.066 -1.991
O2 11.160 -22.827 -2.883
O3 12.560 -22.925 -0.981
F1 13.150 -21.850 -3.044
S2 11.474 -20.407 -0.391
O4 12.708 -20.386 0.300
O5 10.362 -21.116 0.264
F2 11.009 -18.848 -0.364
N2 13.281 -17.809 -3.928
S3 14.604 -18.033 -2.758
O6 15.600 -17.056 -2.338
O7 14.909 -19.470 -2.503
F3 13.659 -17.930 -1.415
S4 14.065 -16.869 -4.825
O8 15.329 -17.320 -5.390
O9 13.826 -15.470 -4.505
F4 13.041 -17.128 -6.118
C4 9.354 -21.469 -6.567
C5 9.928 -20.501 -5.634
O10 9.195 -19.648 -5.085
O11 11.143 -20.563 -5.318
H8 9.597 -22.487 -6.265
H9 9.788 -21.310 -7.554
H10 8.265 -21.494 -6.605

## Properties
Kohn-Sham gap (spin up / spin down)	3.7 / 6.3	eV
total charge	-3
multiplicity	2
maximum force	7.6	eV/Å
M	487.41	g/mol
expectation value of S²	0.75


> maximum force of number 3 (C5H10BeF4N2O11S4)?

7.6 eV/Å


> What is the formula in the second record?

C5H7NO